Entry 1:
{
  "formula": "C22H29IrN7Se",
  "method": "ωB97M-V with the def2-TZVPD basis set",
  "lumo_ev": [-6.39, -6.38],
  "relative_energy_kcal_mol": 20.3,
  "energy_ev": -101885.668,
  "spin_multiplicity": 2,
  "orbital_gap_ev": [6.470, 6.970],
  "s2": 0.754,
  "homo_energy_ev": [-12.86, -13.35],
  "total_charge": 2,
  "species": ["Ir", "Se", "N", "N", "N", "N", "N", "N", "N", "C", "C", "C", "C", "C", "C", "C", "C", "C", "C", "C", "C", "C", "C", "C", "C", "C", "C", "C", "C", "C", "C", "H", "H", "H", "H", "H", "H", "H", "H", "H", "H", "H", "H", "H", "H", "H", "H", "H", "H", "H", "H", "H", "H", "H", "H", "H", "H", "H", "H", "H"],
  "positions_angstrom": [[-0.263, -0.693, -0.331], [0.474, 1.134, -3.001], [-0.434, 0.590, 1.715], [-0.304, 2.608, -3.531], [-0.148, -2.685, 0.404], [1.794, 0.118, 0.162], [-0.559, 1.005, -1.516], [1.208, -1.588, -1.643], [-2.344, -0.944, 0.258], [-1.378, -0.187, 2.501], [1.293, 0.726, 3.628], [-3.275, 3.353, -0.822], [4.125, 1.532, 0.323], [3.146, 1.683, 1.290], [0.743, -2.929, -1.969], [-2.472, 2.279, -0.619], [-1.255, 2.911, -2.676], [1.967, 0.951, 1.179], [3.937, 0.630, -0.719], [-0.232, 2.015, 1.972], [-3.101, 4.246, -1.933], [3.539, -1.860, -2.434], [2.430, -1.208, -1.678], [-2.120, 4.043, -2.838], [-2.597, -2.398, 0.092], [-1.509, -3.162, 0.815], [0.535, -3.588, -0.601], [-2.629, -0.470, 1.657], [2.746, -0.070, -0.759], [0.866, 1.039, 2.213], [-1.417, 2.019, -1.543], [4.704, 0.482, -1.466], [-1.965, 4.690, -3.689], [-0.894, -1.122, 2.792], [-0.197, 2.657, 1.102], [0.439, 0.714, 4.303], [-3.242, -1.215, 2.168], [1.514, -3.839, -0.192], [-3.573, -2.678, 0.496], [1.461, -3.526, -2.532], [-2.586, -2.615, -0.975], [1.983, 1.485, 3.995], [-1.600, -3.019, 1.891], [-0.723, 2.431, 2.846], [-3.238, 0.430, 1.592], [4.261, -2.310, -1.749], [-0.184, -2.852, -2.532], [4.075, -1.101, -3.007], [-0.026, -4.516, -0.703], [3.185, -2.614, -3.129], [5.042, 2.103, 0.386], [-2.957, -0.437, -0.372], [3.293, 2.360, 2.121], [-1.609, -4.231, 0.630], [-3.776, 5.084, -2.034], [-2.604, 1.643, 0.240], [0.426, -2.732, 1.240], [1.797, -0.240, 3.684], [-1.695, 0.313, 3.421], [-4.078, 3.555, -0.126]]
}


Entry 2:
{
  "formula": "C22H29N3O2",
  "method": "ωB97M-V with the def2-TZVPD basis set",
  "lumo_ev": -0.22,
  "relative_energy_kcal_mol": 29.7,
  "energy_ev": -31850.970,
  "orbital_gap_ev": 8.045,
  "smiles": "CCCCN(CC)CCCNC(=O)c1cc2cc3ccc(C)cc3nc2o1",
  "homo_energy_ev": -8.27,
  "species": ["O", "O", "N", "N", "N", "C", "C", "C", "C", "C", "C", "C", "C", "C", "C", "C", "C", "C", "C", "C", "C", "C", "C", "C", "C", "C", "C", "H", "H", "H", "H", "H", "H", "H", "H", "H", "H", "H", "H", "H", "H", "H", "H", "H", "H", "H", "H", "H", "H", "H", "H", "H", "H", "H", "H", "H"],
  "positions_angstrom": [[-1.113, 4.177, -0.008], [0.851, 1.199, 0.166], [-1.691, 2.001, 0.310], [2.790, -0.092, 0.166], [-2.730, -0.557, -0.704], [6.293, 1.094, 0.092], [6.202, -1.322, 0.158], [6.930, -0.111, 0.117], [2.817, 2.348, 0.103], [4.882, 1.169, 0.106], [-1.595, -2.308, -2.154], [4.139, -0.053, 0.147], [-3.921, -2.181, 0.777], [-1.558, -1.392, -0.926], [0.597, 2.549, 0.136], [4.834, -1.278, 0.171], [6.949, -2.618, 0.187], [-3.617, 1.719, -1.208], [4.193, 2.393, 0.082], [-3.117, 2.150, 0.179], [-4.791, -0.638, 2.600], [-3.966, -1.288, -0.464], [1.740, 3.283, 0.093], [-0.813, 3.005, 0.128], [-3.594, -1.411, 2.058], [-2.903, 0.462, -1.729], [2.191, 1.062, 0.147], [-5.172, 0.064, 1.863], [-4.753, -0.543, -0.328], [-5.595, -1.320, 2.867], [-0.692, -0.728, -1.012], [-2.390, -3.046, -2.071], [4.244, -2.181, 0.202], [-3.261, -2.117, 2.822], [-3.187, -2.974, 0.631], [7.595, -2.662, 1.063], [7.583, -2.708, -0.695], [1.798, 4.351, 0.061], [-3.587, 1.537, 0.949], [-3.357, 3.201, 0.352], [-2.771, -0.725, 1.855], [-3.438, 2.521, -1.926], [-4.509, -0.078, 3.490], [-3.459, 0.083, -2.603], [-1.909, 0.755, -2.076], [6.857, 2.015, 0.061], [4.733, 3.328, 0.049], [6.265, -3.462, 0.214], [8.009, -0.155, 0.107], [-4.251, -1.904, -1.335], [-1.357, 1.049, 0.335], [-4.897, -2.661, 0.881], [-0.648, -2.834, -2.239], [-1.406, -1.999, -0.031], [-4.694, 1.560, -1.153], [-1.750, -1.731, -3.063]]
}


Entry 3:
{
  "formula": "C22H29N3O3",
  "method": "ωB97M-V with the def2-TZVPD basis set",
  "lumo_ev": 0.47,
  "relative_energy_kcal_mol": 18.3,
  "energy_ev": -33898.430,
  "orbital_gap_ev": 8.639,
  "smiles": "CNC(=O)[C@H](Cc1ccccc1)NC(C)=O.N[C@@H]1CCCc2c(O)cccc21",
  "homo_energy_ev": -8.17,
  "species": ["O", "O", "O", "N", "N", "N", "C", "C", "C", "C", "C", "C", "C", "C", "C", "C", "C", "C", "C", "C", "C", "C", "C", "C", "C", "C", "C", "C", "H", "H", "H", "H", "H", "H", "H", "H", "H", "H", "H", "H", "H", "H", "H", "H", "H", "H", "H", "H", "H", "H", "H", "H", "H", "H", "H", "H", "H"],
  "positions_angstrom": [[-2.258, -0.302, 2.244], [-4.987, 2.810, 1.961], [2.579, -4.287, -1.960], [-2.503, 1.578, 1.131], [4.651, -0.796, 2.467], [-4.603, 4.668, 0.855], [5.322, -3.104, 2.192], [4.878, -4.483, 1.713], [4.125, -2.152, 2.268], [-3.137, 2.690, 0.395], [-3.484, 2.287, -1.050], [-1.512, 2.782, -2.564], [4.352, -4.389, 0.280], [-0.933, 0.045, -2.820], [2.294, -1.202, 0.816], [-2.001, 0.464, -2.008], [-3.927, 5.584, -0.065], [-2.300, 1.833, -1.883], [-0.147, 0.992, -3.496], [-4.307, 3.392, 1.128], [3.341, -3.274, 0.097], [2.499, -3.286, -1.029], [1.563, -2.268, -1.219], [-4.313, -0.164, 1.094], [3.252, -2.209, 1.025], [1.455, -1.226, -0.297], [-0.436, 2.362, -3.367], [-2.970, 0.393, 1.536], [5.190, -4.213, -0.402], [5.132, -0.477, 1.627], [-4.160, 5.324, -1.099], [3.903, -5.350, 0.010], [2.206, -0.396, 1.538], [0.721, -0.437, -0.440], [-4.623, -0.919, 1.814], [4.094, -4.872, 2.373], [5.267, -0.761, 3.277], [-1.574, 1.755, 1.478], [-5.389, 5.026, 1.378], [-5.076, 0.604, 1.053], [0.167, 3.090, -3.891], [-2.847, 5.559, 0.086], [-0.730, -1.008, -2.934], [1.901, -4.164, -2.641], [6.075, -2.708, 1.504], [-4.273, 6.603, 0.117], [3.509, -2.429, 3.130], [-2.358, 3.446, 0.309], [0.913, -2.287, -2.083], [-1.735, 3.835, -2.479], [-3.938, 3.138, -1.556], [5.780, -3.188, 3.182], [-4.239, 1.503, -1.044], [-2.601, -0.273, -1.497], [0.673, 0.668, -4.122], [5.722, -5.178, 1.748], [-4.206, -0.627, 0.118]]
}


Entry 4:
{
  "formula": "C22H29N3O3S",
  "method": "ωB97M-V with the def2-TZVPD basis set",
  "lumo_ev": 0.60,
  "relative_energy_kcal_mol": 55.8,
  "energy_ev": -44733.154,
  "orbital_gap_ev": 8.975,
  "smiles": "CCOC(=O)C1(CCOc2ccccc2)CCN(Cc2cnc(SC)nc2)CC1",
  "homo_energy_ev": -8.37,
  "species": ["S", "O", "O", "O", "N", "N", "N", "C", "C", "C", "C", "C", "C", "C", "C", "C", "C", "C", "C", "C", "C", "C", "C", "C", "C", "C", "C", "C", "C", "H", "H", "H", "H", "H", "H", "H", "H", "H", "H", "H", "H", "H", "H", "H", "H", "H", "H", "H", "H", "H", "H", "H", "H", "H", "H", "H", "H", "H"],
  "positions_angstrom": [[3.688, -6.957, 0.082], [0.431, 1.798, 1.378], [-1.723, 2.293, 1.765], [-0.833, 2.935, -1.013], [2.258, -5.353, 1.566], [-0.289, -2.031, 1.709], [1.561, -5.599, -0.682], [-1.376, 3.469, 2.494], [-1.480, 1.897, -1.714], [-1.978, 4.689, 1.813], [0.568, -1.214, 0.872], [-0.788, -3.227, 1.054], [0.342, -4.176, 0.786], [0.965, 4.427, -0.834], [-1.313, -1.211, 2.321], [-1.316, 0.426, 0.388], [2.171, 5.196, -2.760], [0.352, 3.644, -3.023], [-0.739, 1.581, 1.210], [2.364, -5.859, 0.341], [-0.176, -0.412, -0.206], [0.146, 3.644, -1.648], [1.966, 5.196, -1.388], [-2.222, 1.022, -0.708], [0.563, -4.763, -0.453], [3.435, -7.347, -1.674], [1.363, 4.419, -3.567], [-2.180, -0.458, 1.305], [1.261, -4.522, 1.779], [2.957, 5.796, -3.193], [3.503, -6.433, -2.254], [-1.494, -3.707, 1.740], [1.188, -4.103, 2.773], [-0.803, -0.490, 2.967], [0.549, 0.243, -0.688], [-0.271, 3.054, -3.678], [-1.321, -3.030, 0.108], [1.311, -1.860, 0.399], [-0.588, -1.089, -0.959], [2.596, 5.793, -0.747], [-1.776, 3.348, 3.506], [-2.202, 2.316, -2.431], [-2.910, 0.159, 1.829], [-1.942, -1.846, 2.951], [-3.062, 4.619, 1.808], [-0.080, -4.564, -1.303], [-1.682, 5.590, 2.342], [-2.726, -1.179, 0.690], [0.808, 4.399, 0.232], [4.220, -8.041, -1.953], [-1.628, 4.745, 0.785], [-0.746, 1.300, -2.270], [-2.992, 1.623, -0.222], [1.094, -0.516, 1.527], [2.457, -7.799, -1.801], [-2.708, 0.212, -1.256], [-0.285, 3.541, 2.542], [1.513, 4.411, -4.637]]
}


Looking at strongest force on any atom for the records above, in order, we have 0.22 1.48 2.37 0.60 eV/Å.